DFT (ωB97M-V/def2-TZVPD) results for C22H28N4O4S in the gas phase at a distorted geometry.

Energy relative to the best compared isomer or geometry (same formula, charge and spin) (kJ/mol): 83.7
Calculated total energy (eV): -48255.6564
Structure (SMILES): O=C(CCn1c(=S)[nH]c2cc3c(cc2c1=O)OCO3)N1CCN(C2CCCCC2)CC1
F_max (eV Å⁻¹): 1.28

XYZ file:
```
59
Properties=species:S:1:pos:R:3:forces:R:3:nbo_charge:R:1
O -1.254 0.691 2.227 0.087 -0.022 0.290 -0.6583
C -1.835 1.078 1.226 -0.288 0.337 -0.145 0.7056
N -2.458 0.209 0.398 -0.196 -0.343 -0.007 -0.4410
C -3.052 0.502 -0.886 0.149 0.241 -0.418 -0.2068
H -3.345 1.546 -0.963 0.001 -0.028 0.038 0.2118
C -2.066 0.120 -1.996 -0.280 0.071 0.028 -0.2464
N -1.792 -1.301 -1.892 -0.039 -0.116 0.079 -0.4588
C -1.183 -1.591 -0.608 -0.150 -0.027 0.223 -0.2247
C -2.152 -1.203 0.512 0.392 -0.292 0.205 -0.2293
H -1.703 -1.379 1.491 -0.103 -0.015 -0.124 0.2448
H -3.078 -1.776 0.418 0.039 -0.015 -0.004 0.1959
H -0.969 -2.660 -0.548 0.021 -0.003 -0.006 0.2034
H -0.241 -1.034 -0.458 -0.012 -0.049 0.028 0.1729
C -1.107 -1.902 -3.029 -0.112 0.242 -0.235 -0.0246
C -2.049 -2.018 -4.231 0.168 -0.364 0.145 -0.4051
C -1.381 -2.823 -5.342 -0.056 0.320 -0.162 -0.3933
C -0.075 -2.159 -5.769 0.090 -0.323 0.083 -0.3958
C 0.863 -2.005 -4.576 -0.039 0.289 -0.149 -0.3926
C 0.190 -1.205 -3.464 0.017 -0.370 0.201 -0.4271
H -0.035 -0.201 -3.827 -0.011 0.107 0.014 0.1987
H 0.867 -1.111 -2.612 0.011 0.110 0.042 0.2109
H 1.781 -1.504 -4.888 0.060 -0.077 0.029 0.2080
H 1.134 -2.995 -4.198 0.069 -0.051 0.012 0.1915
H 0.408 -2.754 -6.547 0.003 0.066 -0.072 0.2065
H -0.291 -1.174 -6.187 0.002 0.058 -0.074 0.1926
H -2.055 -2.903 -6.198 -0.007 -0.097 0.003 0.2074
H -1.175 -3.835 -4.985 -0.020 -0.087 -0.012 0.1923
H -2.977 -2.497 -3.915 -0.047 0.054 0.040 0.2158
H -2.294 -1.026 -4.614 -0.057 0.097 -0.015 0.1908
H -0.855 -2.922 -2.715 0.006 0.027 -0.027 0.1897
H -2.515 0.331 -2.966 -0.001 0.047 -0.038 0.2052
H -1.154 0.730 -1.883 -0.095 -0.010 -0.034 0.1889
H -3.948 -0.120 -0.983 0.021 0.105 -0.038 0.2035
C -1.919 2.551 0.838 0.224 -0.040 0.098 -0.5301
C -0.922 3.441 1.597 -0.460 0.142 -0.065 -0.2219
N 0.297 2.757 1.997 0.434 0.049 -0.098 -0.4383
C 1.070 2.159 1.055 0.413 -0.075 -0.029 0.3143
S 0.847 2.319 -0.573 0.017 0.122 -0.729 -0.2559
N 2.123 1.409 1.475 -0.139 -0.026 -0.083 -0.5602
C 2.425 1.169 2.790 -0.238 0.223 0.837 0.2092
C 1.650 1.800 3.766 0.225 -0.234 -0.264 -0.1997
C 1.913 1.606 5.132 0.348 -0.273 0.161 -0.1769
C 2.953 0.781 5.457 0.011 -0.005 -0.557 0.1940
C 3.731 0.151 4.471 -0.435 0.358 0.172 0.3488
C 3.492 0.327 3.133 0.132 -0.108 0.227 -0.3203
H 4.092 -0.160 2.382 0.100 -0.076 -0.118 0.2278
O 4.691 -0.603 5.066 -0.127 0.097 -0.559 -0.4803
C 4.507 -0.448 6.460 0.638 -0.513 0.981 0.2346
O 3.424 0.424 6.691 -0.281 0.223 -0.003 -0.4705
H 5.423 -0.029 6.905 -0.226 -0.034 -0.171 0.1626
H 4.297 -1.430 6.913 -0.017 0.227 -0.173 0.1621
H 1.300 2.097 5.867 -0.083 0.071 0.099 0.2564
C 0.534 2.662 3.375 0.235 -0.037 0.148 0.7068
O -0.139 3.286 4.162 -0.033 -0.061 0.190 -0.5892
H 2.674 0.974 0.745 -0.218 0.187 0.058 0.4296
H -0.655 4.293 0.965 -0.048 -0.093 0.097 0.2238
H -1.361 3.804 2.528 0.127 -0.029 -0.241 0.2569
H -1.721 2.637 -0.229 -0.164 0.016 0.119 0.2468
H -2.929 2.912 1.039 -0.052 0.006 0.004 0.2375
```
Forces are in eV/Å.